Record 1
Computed, not measured: an isolated molecule of C3H5NOS in a non-equilibrium geometry, with ωB97M-V/def2-TZVPD.

```
11
Properties=species:S:1:pos:R:3:forces:R:3
N 1.236502 -0.872949 -1.128344 -1.575 1.876 -0.648
C 0.769602 -0.976156 0.186023 2.186 1.923 0.967
C -0.091634 -0.151034 1.105391 0.080 -3.467 -2.297
C -1.186794 0.733616 0.682137 -0.146 3.095 0.948
O -2.052880 1.433865 1.293688 2.437 -3.418 -0.763
S -0.867007 1.346410 -0.952484 -1.446 0.768 -0.546
H 2.338370 -1.096353 -1.217969 -3.965 0.945 -0.390
H 0.541124 -0.225818 -1.832181 3.310 -2.252 2.141
H 1.651906 -1.620556 0.557368 -2.307 0.723 1.078
H -0.325838 -0.657864 2.030385 0.575 0.024 0.385
H -2.013352 2.086839 -0.724015 0.852 -0.216 -0.876
```
Positions in Å, forces in eV/Å.

The total charge is 0.

Record 2
Computed, not measured: a cluster of 7 separate species, C33H32N7O14 in total in a non-equilibrium geometry, with ωB97M-V/def2-TZVPD.

```
86
Properties=species:S:1:pos:R:3:forces:R:3
N 59.780240 -25.307228 -15.846390 2.209 1.684 3.537
O 61.010270 -25.203510 -15.546652 0.259 -1.161 -1.427
O 59.089932 -24.433562 -15.322145 -2.129 1.074 -0.288
O 59.290393 -26.257776 -16.410273 -0.539 -1.666 -1.724
C 59.844760 -27.728057 -13.076715 -5.493 -8.386 2.492
C 58.320912 -27.774683 -13.040927 1.070 -5.503 0.314
C 57.667868 -29.194643 -12.662884 5.031 0.151 -1.646
C 58.588869 -30.524793 -12.516419 2.354 8.313 0.020
C 60.137146 -30.299855 -12.446902 -3.479 4.796 -1.022
C 60.705741 -28.874668 -12.690175 -1.021 -0.244 -0.790
N 57.972423 -31.778410 -12.552753 -1.738 -0.269 1.974
O 56.933048 -31.976309 -11.885268 1.300 0.396 -1.112
O 58.528219 -32.588542 -13.233854 0.446 -1.581 -0.851
H 60.248465 -26.874849 -13.201572 3.008 5.945 -1.392
H 57.572758 -27.051028 -13.511018 1.554 -0.615 1.252
H 56.587620 -29.312708 -12.786359 0.425 -0.093 0.243
H 60.805361 -30.981426 -12.002749 0.476 -1.216 -0.089
H 61.948322 -28.557590 -12.752997 -3.927 -1.584 0.502
C 57.322313 -30.600639 -16.262154 0.741 -0.677 -5.065
C 57.563342 -31.710800 -17.213660 1.658 0.527 0.875
C 58.265456 -31.453801 -18.468072 -0.658 0.348 0.100
C 58.516439 -30.074775 -18.923481 -0.933 0.034 6.724
C 58.272622 -28.937145 -17.846681 -4.257 -10.435 -0.084
C 57.481277 -29.256985 -16.609410 3.517 1.462 -2.635
N 59.382118 -29.839961 -20.024403 -0.498 1.954 -4.711
O 59.056732 -28.844335 -20.804986 0.984 -2.455 2.982
O 60.258526 -30.629941 -20.371631 -0.947 0.674 1.277
H 57.013839 -30.886644 -15.345257 -1.210 -0.649 2.923
H 57.461792 -32.827305 -16.741917 0.204 2.961 -1.629
H 58.612067 -32.337602 -19.122552 -0.689 1.650 1.092
H 58.675197 -28.112830 -18.100909 2.370 6.298 -1.285
H 57.407126 -28.337768 -15.953446 -0.197 -1.613 -0.440
C 60.132621 -21.487673 -18.417067 -1.261 -4.983 -4.656
C 60.619494 -21.850131 -19.805248 -1.346 -0.559 2.249
C 59.796746 -22.824701 -20.610613 -0.572 3.986 5.210
C 58.507512 -23.178766 -20.197153 0.316 -2.640 7.741
C 58.370121 -23.317683 -18.531582 2.613 5.277 -2.853
C 59.149072 -22.257339 -17.734208 -1.934 -1.657 -4.161
N 57.531737 -24.095211 -20.954250 -2.126 3.597 6.539
O 56.376823 -24.303199 -20.444474 3.065 -0.060 -1.300
O 57.908202 -24.276631 -22.011847 0.798 -2.380 -6.130
H 60.599305 -20.790456 -17.879776 1.980 2.881 1.786
H 61.679727 -21.396744 -20.108876 -2.766 -1.275 0.243
H 60.150658 -23.036951 -21.501833 1.383 -1.091 -4.445
H 57.641670 -23.886561 -18.000431 -0.650 -0.335 -0.186
H 58.751040 -21.884628 -16.787475 0.515 -0.900 0.068
C 60.594111 -22.712783 -12.373608 2.466 2.668 2.049
C 60.947392 -21.505044 -11.452155 -4.900 -3.236 1.034
C 60.117343 -21.206867 -10.162303 -1.621 -7.619 -5.658
C 58.980835 -22.158302 -9.766875 4.646 -1.359 -6.376
C 58.754245 -23.433244 -10.765266 1.259 4.839 1.575
C 59.577585 -23.568782 -11.941395 -0.251 -0.614 1.039
N 58.303767 -21.947425 -8.564111 -2.584 -0.970 1.321
O 58.554389 -20.922461 -7.923625 -0.362 -1.202 -0.349
O 57.422505 -22.814131 -8.248341 2.111 2.149 -0.407
H 61.277421 -23.051553 -13.352002 -2.102 1.268 2.787
H 61.640069 -20.795542 -11.803542 0.888 0.726 -0.048
H 60.328501 -20.397783 -9.641736 0.934 3.568 2.520
H 57.801068 -23.912164 -10.562474 0.545 -0.672 -0.125
H 59.595945 -24.476174 -12.568230 -1.135 0.380 0.434
C 54.699799 -25.554180 -17.808451 -2.734 4.797 -0.556
C 53.694038 -24.447414 -17.300412 1.525 -2.444 3.953
C 53.682978 -24.319809 -15.706366 2.452 -0.859 -3.028
C 54.878231 -25.011439 -15.029340 -0.064 0.911 -2.532
C 56.055289 -25.564265 -15.808711 -5.602 0.704 1.160
C 55.863698 -25.877463 -17.162530 1.480 0.646 0.908
N 55.040953 -24.902147 -13.520362 -1.193 2.589 1.645
O 54.101135 -24.394278 -12.824017 1.477 -1.600 -2.451
O 56.125251 -25.102950 -12.990116 -0.548 -0.759 -1.241
H 54.662338 -25.749667 -18.874433 -0.184 -0.029 0.031
H 52.955740 -23.791327 -17.957506 1.697 -2.004 1.457
H 52.911080 -23.625749 -15.176359 1.791 -1.625 -0.848
H 56.820320 -26.037860 -15.295033 1.702 -0.006 0.990
H 56.810699 -26.193838 -17.700394 -1.619 -0.258 0.481
C 62.089596 -27.150908 -20.965881 1.060 -0.144 -1.082
O 62.910856 -27.263991 -21.908205 -1.857 0.410 1.916
N 61.956159 -26.047922 -20.168500 3.003 1.160 -1.320
C 61.239883 -26.040753 -18.909865 -2.202 3.635 -1.112
C 62.863776 -24.846954 -20.527777 0.682 -3.429 1.010
H 61.356224 -27.962868 -20.726990 0.523 0.451 -0.042
H 60.199598 -25.455876 -19.106148 2.008 -1.728 0.835
H 61.702136 -25.491576 -18.076941 0.354 0.114 -0.616
H 61.161206 -26.996689 -18.526752 -0.821 -2.087 0.484
H 62.390882 -24.194188 -21.109600 -2.798 2.630 -2.309
H 63.767102 -24.971528 -21.135566 -0.152 -1.423 0.386
H 63.172870 -24.302346 -19.693238 0.221 0.441 1.862
```
Positions in Å, forces in eV/Å.

The total charge is -1.

Relative energy (zero: lowest compared OMol25 entry of this formula, charge and spin) values (in kcal per mole) by entry order: 81.0; 50.9.
LUMO values (in eV) by entry order: -0.15; 0.56.